# C32H63Br18ClO3

A 10-piece molecular cluster, C32H63Br18ClO3 overall (ωB97M-V/def2-TZVPD, OMol25).

The geometry in ORCA input format:
```
! wB97M-V def2-TZVPD RIJCOSX def2/J DEFGRID3
* xyz 0 1
C 1.821 -0.028 -8.528
C 1.837 0.755 -7.206
C 1.483 -0.168 -6.051
Cl -0.294 -0.367 -5.913
C 2.148 0.210 -4.726
O 3.248 0.757 -4.748
O 1.485 -0.139 -3.620
C 1.677 0.741 -2.498
C 2.953 0.461 -1.695
C 2.791 0.817 -0.229
C 2.758 2.331 0.046
C 3.217 2.555 1.498
C 2.735 3.882 2.122
C 3.882 4.794 2.556
C 4.884 5.124 1.419
C 6.318 4.722 1.767
O 6.352 3.407 2.309
C 7.602 3.247 3.009
H 2.776 -0.535 -8.664
H 1.771 0.695 -9.341
H 1.006 -0.743 -8.581
H 1.133 1.584 -7.248
H 2.832 1.182 -7.109
H 1.860 -1.162 -6.294
H 0.846 0.530 -1.824
H 1.585 1.791 -2.768
H 3.235 -0.578 -1.872
H 3.739 1.060 -2.157
H 3.689 0.460 0.280
H 1.926 0.336 0.229
H 1.758 2.737 -0.114
H 3.464 2.832 -0.620
H 2.827 1.726 2.092
H 4.301 2.450 1.511
H 2.027 4.379 1.457
H 2.189 3.619 3.030
H 3.464 5.734 2.919
H 4.401 4.333 3.392
H 4.855 6.202 1.285
H 4.583 4.624 0.500
H 6.685 5.450 2.496
H 6.910 4.720 0.848
H 7.553 3.714 3.989
H 8.381 3.716 2.400
H 7.814 2.194 3.069
Br -1.548 -1.028 2.671
C -2.518 -0.012 1.325
C -1.602 0.444 0.227
Br -0.489 1.955 0.749
H -3.018 0.800 1.844
H -3.257 -0.701 0.923
H -2.176 0.799 -0.626
H -0.924 -0.340 -0.097
Br 2.598 0.733 5.965
C 4.039 -0.283 5.141
C 5.380 0.361 5.381
Br 5.635 1.924 4.242
H 3.798 -0.368 4.085
H 3.995 -1.267 5.603
H 6.182 -0.325 5.112
H 5.513 0.684 6.409
Br -5.419 0.126 3.517
C -5.572 -0.766 5.239
C -4.539 -1.852 5.389
Br -4.996 -3.448 4.373
H -6.590 -1.132 5.316
H -5.411 0.015 5.979
H -4.486 -2.179 6.425
H -3.553 -1.542 5.056
Br -4.390 -2.874 0.365
C -4.883 -2.367 -1.447
C -3.946 -2.969 -2.456
Br -2.263 -1.992 -2.483
H -4.897 -1.282 -1.486
H -5.895 -2.745 -1.577
H -4.349 -2.875 -3.463
H -3.718 -4.010 -2.255
Br -1.283 -5.084 -1.262
C 0.288 -5.674 -2.246
C 1.487 -4.816 -1.935
Br 1.403 -3.088 -2.828
H 0.023 -5.668 -3.298
H 0.463 -6.698 -1.923
H 2.395 -5.286 -2.307
H 1.592 -4.613 -0.874
Br -2.404 -6.286 3.431
C -2.598 -6.929 5.254
C -3.412 -8.194 5.314
Br -5.310 -7.835 5.085
H -3.035 -6.118 5.828
H -1.584 -7.114 5.602
H -3.323 -8.657 6.294
H -3.132 -8.910 4.548
Br -6.812 -5.586 -1.572
C -7.784 -5.586 -3.258
C -8.220 -4.199 -3.649
Br -9.747 -3.602 -2.604
H -8.615 -6.273 -3.141
H -7.086 -5.984 -3.991
H -8.556 -4.184 -4.684
H -7.438 -3.459 -3.513
Br -2.881 3.267 4.650
C -3.879 4.271 3.317
C -2.988 4.750 2.203
Br -1.908 6.275 2.748
H -4.377 5.081 3.840
H -4.624 3.575 2.934
H -3.585 5.106 1.366
H -2.299 3.986 1.857
Br 3.144 4.666 -4.376
C 1.517 4.161 -5.313
C 0.309 4.862 -4.749
Br -0.236 4.072 -3.059
H 1.443 3.079 -5.251
H 1.678 4.454 -6.348
H -0.544 4.743 -5.413
H 0.479 5.917 -4.565
*
```

As for the HOMO-LUMO gap: 9.790 eV. The total energy comes out at -48275.2404 a.u. As for the SMILES: CC[C@H](Cl)C(=O)OCCCCCCCCCOC.BrCCBr.BrCCBr.BrCCBr.BrCCBr.BrCCBr.BrCCBr.BrCCBr.BrCCBr.BrCCBr.